No. 1
A 11-piece molecular cluster, C29H78N2O31S9 overall in a non-equilibrium geometry. Source: OMol25; level of theory: wB97M-V/def2-TZVPD.

Values from the calculation:
LUMO level in Ha: -0.00267
Frontier orbital gap in eV: 10.7
Highest occupied orbital energy in eV: -10.8
Strongest force on any atom in eV Å⁻¹: 4.28
Total charge: 0
E_tot in eV: -195291.6569
SMILES: CCOS(C)(=O)=O.CCOS(C)(=O)=O.CCOS(C)(=O)=O.CCOS(C)(=O)=O.CCOS(C)(=O)=O.CCOS(C)(=O)=O.CCOS(C)(=O)=O.CCOS(C)(=O)=O.CCOS(C)(=O)=O.C[N+](=O)[O-].C[N+](=O)[O-]

Each line ends with the Löwdin charge.
CARTESIAN COORDINATES (ANGSTROEM)
C 1.413 3.835 6.449  -0.05
C 2.107 5.148 5.877  -0.29
O 3.250 5.420 6.697  -0.25
S 4.381 6.387 5.908  0.70
C 3.451 7.856 5.452  -0.12
O 5.364 6.730 6.922  -0.30
O 4.873 5.709 4.653  -0.33
H 0.524 3.526 5.901  0.07
H 1.323 3.873 7.535  0.07
H 2.026 2.957 6.245  0.07
H 2.242 5.059 4.799  0.11
H 1.323 5.903 5.924  0.10
H 3.202 7.726 4.398  0.07
H 4.125 8.689 5.649  0.07
H 2.515 7.990 5.995  0.07
C 7.233 2.729 -9.572  -0.07
C 6.421 1.579 -10.140  -0.27
O 5.186 1.696 -9.406  -0.29
S 4.541 0.321 -8.762  0.71
C 3.798 -0.420 -10.307  -0.10
O 5.632 -0.575 -8.314  -0.32
O 3.433 0.714 -7.850  -0.32
H 7.557 2.465 -8.565  0.08
H 6.710 3.682 -9.495  0.08
H 8.163 2.854 -10.128  0.08
H 6.213 1.572 -11.210  0.12
H 6.914 0.633 -9.915  0.11
H 3.307 -1.374 -10.116  0.07
H 4.583 -0.528 -11.055  0.06
H 3.054 0.279 -10.690  0.06
C -2.835 -7.446 7.572  -0.10
C -3.353 -6.115 8.026  -0.28
O -3.284 -5.033 7.087  -0.28
S -1.847 -4.560 6.263  0.71
C -1.903 -5.736 4.806  -0.10
O -2.022 -3.199 5.707  -0.31
O -0.666 -4.813 7.083  -0.31
H -3.266 -7.677 6.597  0.07
H -3.048 -8.257 8.269  0.08
H -1.751 -7.515 7.485  0.07
H -4.402 -6.126 8.319  0.13
H -2.730 -5.938 8.903  0.11
H -1.717 -6.796 4.977  0.06
H -1.087 -5.313 4.220  0.06
H -2.835 -5.436 4.328  0.07
C 2.443 -0.093 0.968  -0.06
C 1.141 0.745 0.708  -0.28
O 1.451 2.017 0.149  -0.27
S 0.160 2.985 -0.174  0.70
C -0.776 1.925 -1.408  -0.10
O -0.641 3.106 1.064  -0.32
O 0.677 4.189 -0.862  -0.31
H 2.232 -0.984 1.560  0.08
H 3.154 0.393 1.636  0.07
H 2.964 -0.328 0.040  0.07
H 0.598 0.058 0.057  0.11
H 0.590 0.909 1.634  0.11
H -0.079 1.499 -2.129  0.07
H -1.407 2.671 -1.892  0.06
H -1.531 1.284 -0.954  0.07
C 6.213 -7.479 -3.230  -0.05
C 4.981 -6.607 -2.773  -0.31
O 3.790 -7.049 -3.372  -0.27
S 2.418 -6.204 -2.899  0.71
C 2.647 -4.711 -4.053  -0.09
O 1.219 -6.929 -3.276  -0.29
O 2.673 -5.810 -1.500  -0.32
H 6.229 -7.626 -4.310  0.08
H 6.139 -8.422 -2.690  0.07
H 7.103 -7.066 -2.755  0.07
H 4.912 -6.468 -1.694  0.11
H 5.165 -5.624 -3.205  0.10
H 2.895 -4.988 -5.078  0.07
H 3.445 -4.106 -3.621  0.05
H 1.729 -4.136 -3.933  0.06
C -5.682 8.249 -10.546  -0.07
C -5.489 7.634 -9.148  -0.26
O -4.136 7.914 -8.715  -0.29
S -3.536 7.206 -7.327  0.68
C -2.934 5.635 -8.089  -0.11
O -2.445 8.072 -6.867  -0.29
O -4.688 6.936 -6.496  -0.30
H -5.022 7.800 -11.288  0.07
H -5.588 9.333 -10.613  0.08
H -6.670 8.039 -10.955  0.07
H -6.204 8.034 -8.429  0.11
H -5.725 6.571 -9.180  0.11
H -2.518 5.732 -9.092  0.07
H -3.717 4.883 -8.185  0.06
H -2.175 5.105 -7.514  0.06
C -8.418 -0.445 -3.726  -0.06
C -8.000 -1.422 -2.580  -0.26
O -6.557 -1.407 -2.620  -0.30
S -5.771 -2.800 -2.252  0.70
C -6.181 -3.780 -3.788  -0.10
O -4.324 -2.534 -2.112  -0.30
O -6.517 -3.376 -1.112  -0.32
H -7.897 0.491 -3.526  0.08
H -9.497 -0.295 -3.747  0.08
H -8.108 -0.832 -4.697  0.07
H -8.364 -0.948 -1.668  0.12
H -8.422 -2.424 -2.659  0.11
H -7.105 -4.358 -3.738  0.06
H -5.285 -4.399 -3.838  0.06
H -6.374 -3.167 -4.668  0.06
C 5.583 -7.536 5.332  -0.07
C 5.742 -9.047 5.536  -0.25
O 6.457 -9.236 6.786  -0.27
S 5.920 -10.274 7.921  0.64
C 4.831 -9.176 8.892  -0.11
O 5.071 -11.277 7.287  -0.31
O 7.029 -10.658 8.770  -0.29
H 6.477 -7.080 5.757  0.08
H 4.677 -7.157 5.805  0.07
H 5.471 -7.325 4.268  0.08
H 4.787 -9.565 5.450  0.11
H 6.368 -9.419 4.725  0.12
H 5.362 -8.277 9.207  0.07
H 4.525 -9.704 9.795  0.07
H 3.954 -8.966 8.280  0.06
C -6.196 0.836 4.306  -0.07
C -7.044 -0.218 5.067  -0.28
O -7.851 0.500 5.986  -0.29
S -8.022 -0.027 7.606  0.72
C -6.454 0.649 8.260  -0.11
O -9.160 0.727 8.204  -0.31
O -7.858 -1.468 7.576  -0.31
H -6.855 1.536 3.791  0.07
H -5.612 0.405 3.493  0.08
H -5.610 1.507 4.933  0.07
H -7.689 -0.787 4.397  0.12
H -6.325 -0.891 5.533  0.11
H -6.376 1.641 7.815  0.07
H -5.669 -0.024 7.913  0.07
H -6.537 0.654 9.347  0.07
C -2.325 10.515 0.396  0.03
N -1.338 10.381 1.479  -0.43
O -0.478 11.243 1.562  0.07
O -1.565 9.442 2.271  0.04
H -2.056 10.019 -0.537  0.10
H -2.347 11.573 0.133  0.10
H -3.228 10.027 0.762  0.10
C 6.011 5.891 -2.727  0.06
N 7.541 5.924 -2.813  -0.44
O 8.197 6.941 -2.523  0.03
O 8.082 4.933 -3.228  0.05
H 5.714 5.716 -3.761  0.10
H 5.718 6.882 -2.379  0.09
H 5.774 5.088 -2.029  0.10



No. 2
A 8-piece molecular cluster, C29H80N7O8 overall in a non-equilibrium geometry. Source: OMol25; level of theory: wB97M-V/def2-TZVPD.

Values from the calculation:
LUMO level in Ha: 0.08588
Frontier orbital gap in eV: 4.9
Highest occupied orbital energy in eV: -2.5
Strongest force on any atom in eV Å⁻¹: 3.53
Total charge: -1
E_tot in eV: -58174.1259

Each line ends with the Löwdin charge.
CARTESIAN COORDINATES (ANGSTROEM)
C -0.734 -0.206 -1.138  -0.40
O -0.690 0.741 -2.168  -0.40
H -0.204 -1.109 -1.439  0.02
H -0.328 0.235 -0.227  0.02
H -1.763 -0.505 -0.939  0.01
C 2.760 -2.704 -0.615  -0.04
C 3.385 -1.519 -1.423  -0.39
C 4.772 -1.855 -1.991  -0.18
O 5.657 -2.250 -0.935  -0.20
C 7.041 -2.403 -1.298  -0.11
N 2.426 -1.142 -2.416  0.07
H 3.387 -3.138 0.163  0.06
H 2.471 -3.506 -1.295  0.05
H 1.867 -2.414 -0.061  0.06
H 3.543 -0.684 -0.740  0.11
H 5.310 -1.077 -2.532  0.12
H 4.704 -2.612 -2.772  0.10
H 7.448 -1.415 -1.510  0.08
H 7.228 -3.051 -2.154  0.08
H 7.609 -2.696 -0.414  0.08
H 2.317 -1.895 -3.081  0.01
H 1.488 -1.048 -2.055  0.04
C 0.897 6.145 -1.772  -0.07
C 1.483 4.735 -1.834  -0.46
C 2.351 4.317 -0.642  -0.18
O 2.757 2.953 -0.921  -0.19
C 3.504 2.340 0.114  -0.11
N 0.384 3.803 -1.915  0.06
H 1.715 6.864 -1.817  0.06
H 0.344 6.187 -0.834  0.07
H 0.240 6.353 -2.617  0.07
H 2.041 4.658 -2.767  0.13
H 1.816 4.372 0.307  0.12
H 3.226 4.966 -0.650  0.11
H 2.995 2.034 1.028  0.06
H 4.310 2.988 0.460  0.07
H 4.067 1.529 -0.348  0.08
H 0.737 2.978 -1.452  0.05
H -0.258 4.073 -1.183  0.02
C -1.441 -2.029 -5.459  -0.07
C -0.142 -2.006 -4.645  -0.40
C 0.698 -3.297 -4.758  -0.21
O 1.781 -3.247 -3.886  -0.26
C 2.466 -4.513 -3.711  -0.06
N 0.645 -0.835 -5.090  0.07
H -2.124 -2.806 -5.117  0.07
H -1.259 -2.229 -6.515  0.07
H -1.862 -1.028 -5.560  0.09
H -0.350 -1.870 -3.584  0.12
H 1.061 -3.410 -5.780  0.12
H 0.085 -4.150 -4.467  0.12
H 3.446 -4.274 -3.297  0.07
H 2.635 -4.947 -4.696  0.08
H 1.906 -5.185 -3.061  0.09
H 0.771 -0.984 -6.081  0.06
H 1.580 -1.055 -4.778  0.04
C -2.994 -1.813 6.534  -0.06
C -1.773 -2.100 5.610  -0.40
C -1.774 -1.451 4.155  -0.17
O -2.918 -1.873 3.428  -0.19
C -2.936 -1.561 2.080  -0.12
N -0.597 -1.655 6.339  0.03
H -3.818 -2.322 6.034  0.07
H -3.188 -0.761 6.743  0.07
H -2.818 -2.354 7.464  0.07
H -1.668 -3.174 5.454  0.13
H -0.914 -1.844 3.612  0.11
H -1.712 -0.366 4.230  0.11
H -2.897 -0.492 1.872  0.07
H -3.768 -2.008 1.536  0.08
H -1.990 -1.843 1.620  0.09
H 0.194 -1.615 5.712  0.04
H -0.744 -0.703 6.643  0.06
C -1.838 2.259 1.763  -0.07
C -2.349 3.665 1.545  -0.42
C -1.825 4.797 2.559  -0.18
O -2.183 6.136 2.255  -0.19
C -1.872 7.058 3.284  -0.12
N -2.056 3.967 0.172  0.04
H -0.833 2.046 1.399  0.07
H -2.511 1.619 1.191  0.07
H -2.067 1.904 2.767  0.07
H -3.438 3.673 1.594  0.13
H -0.735 4.789 2.574  0.11
H -2.089 4.448 3.557  0.11
H -2.283 6.774 4.252  0.08
H -2.307 7.980 2.897  0.09
H -0.820 7.217 3.521  0.08
H -2.616 3.357 -0.407  0.09
H -2.274 4.939 0.008  0.08
C -4.214 -2.109 -1.620  -0.07
C -3.746 -1.573 -2.985  -0.40
C -4.807 -1.841 -4.117  -0.19
O -4.815 -3.222 -4.395  -0.20
C -5.851 -3.635 -5.238  -0.14
N -3.607 -0.135 -2.798  0.04
H -5.138 -1.604 -1.340  0.07
H -3.467 -1.989 -0.836  0.05
H -4.471 -3.146 -1.836  0.07
H -2.759 -1.971 -3.218  0.11
H -4.550 -1.327 -5.044  0.11
H -5.773 -1.432 -3.821  0.12
H -6.878 -3.554 -4.881  0.08
H -5.705 -4.695 -5.443  0.08
H -5.717 -3.186 -6.222  0.08
H -2.873 0.052 -2.131  0.01
H -4.458 0.146 -2.332  0.05
C 1.472 -0.108 2.499  -0.04
C 1.482 0.608 3.850  -0.42
C 2.549 0.133 4.827  -0.20
O 2.601 -1.297 4.881  -0.22
C 3.472 -1.780 5.906  -0.09
N 1.508 2.085 3.711  0.05
H 2.325 0.134 1.864  0.07
H 0.598 0.151 1.902  0.05
H 1.495 -1.178 2.705  0.07
H 0.540 0.401 4.358  0.10
H 2.524 0.672 5.774  0.12
H 3.512 0.333 4.356  0.12
H 3.015 -1.456 6.841  0.08
H 4.436 -1.306 5.724  0.08
H 3.580 -2.865 5.895  0.09
H 0.832 2.330 3.002  0.04
H 1.099 2.498 4.537  0.06



No. 3
A 11-piece molecular cluster, C29H80O12 overall in a non-equilibrium geometry. Source: OMol25; level of theory: wB97M-V/def2-TZVPD.

Values from the calculation:
LUMO level in Ha: 0.01366
Frontier orbital gap in eV: 9.8
Highest occupied orbital energy in eV: -9.4
Strongest force on any atom in eV Å⁻¹: 3.43
Total charge: 0
E_tot in eV: -55936.6251
SMILES: CC(C)O.CC(C)O.CC(C)O.CC(C)O.CC(C)O.CC(C)O.CC(C)O.OCCO.CCO.CCO.CCO

Each line ends with the Löwdin charge.
CARTESIAN COORDINATES (ANGSTROEM)
C -0.399 4.614 -5.546  -0.05
C -0.259 3.757 -4.274  -0.49
C 0.776 4.288 -3.238  -0.05
O -1.511 3.591 -3.668  -0.04
H -1.144 4.071 -6.142  0.08
H 0.544 4.629 -6.067  0.07
H -0.707 5.646 -5.341  0.08
H 0.067 2.767 -4.565  0.12
H 1.825 4.070 -3.565  0.09
H 0.645 3.764 -2.257  0.07
H 0.785 5.334 -3.071  0.06
H -1.328 3.722 -2.749  0.02
C 3.915 3.478 -0.174  -0.04
C 4.091 2.800 1.151  -0.45
C 5.444 2.254 1.282  -0.06
O 3.754 3.706 2.300  -0.06
H 4.314 4.474 -0.131  0.08
H 2.820 3.474 -0.349  0.08
H 4.319 2.893 -1.020  0.10
H 3.392 1.993 1.276  0.11
H 6.201 3.003 1.126  0.08
H 5.540 1.456 0.531  0.10
H 5.632 1.940 2.245  0.06
H 4.051 4.583 2.239  0.06
C -3.524 0.314 5.999  -0.05
C -4.997 0.054 5.505  -0.50
C -5.778 -0.729 6.494  -0.08
O -5.786 1.214 5.285  -0.06
H -2.915 -0.566 5.981  0.06
H -3.524 0.804 6.992  0.09
H -2.978 0.964 5.299  0.06
H -4.889 -0.453 4.557  0.12
H -6.836 -0.745 6.195  0.09
H -5.703 -0.461 7.553  0.09
H -5.572 -1.776 6.332  0.07
H -5.189 1.858 4.862  0.09
C -2.525 3.709 1.407  -0.05
C -2.519 4.111 -0.069  -0.54
C -2.977 5.532 -0.198  -0.07
O -1.246 3.905 -0.621  -0.08
H -1.756 4.335 1.960  0.10
H -2.186 2.638 1.431  0.07
H -3.524 3.788 1.869  0.08
H -3.262 3.487 -0.564  0.14
H -2.911 5.884 -1.244  0.09
H -2.337 6.164 0.406  0.08
H -3.978 5.675 0.205  0.09
H -0.760 4.789 -0.626  0.13
C -4.502 0.065 -2.516  -0.04
C -4.801 -1.435 -2.890  -0.48
C -4.947 -1.633 -4.390  -0.05
O -3.698 -2.252 -2.514  -0.08
H -5.316 0.785 -2.826  0.10
H -3.702 0.322 -3.238  0.08
H -4.121 0.031 -1.461  0.07
H -5.605 -1.798 -2.237  0.13
H -5.528 -0.898 -4.885  0.06
H -5.327 -2.609 -4.603  0.07
H -3.976 -1.318 -4.791  0.09
H -3.387 -1.902 -1.675  0.05
C -0.733 -0.188 -1.329  -0.03
C -0.511 -0.221 0.146  -0.49
C -1.783 -0.420 0.922  -0.05
O 0.559 -1.082 0.589  -0.10
H -1.370 0.720 -1.328  0.08
H -1.313 -1.049 -1.744  0.08
H 0.176 0.009 -1.934  0.10
H -0.254 0.756 0.478  0.11
H -1.568 -0.144 1.969  0.08
H -2.240 -1.410 0.863  0.08
H -2.520 0.272 0.365  0.10
H 0.192 -2.021 0.561  0.12
C 1.061 -5.109 -1.148  -0.04
C 0.323 -3.857 -1.578  -0.46
C -0.454 -4.095 -2.874  -0.04
O -0.618 -3.452 -0.549  -0.08
H 1.880 -5.300 -1.853  0.09
H 0.511 -5.988 -1.237  0.05
H 1.524 -4.826 -0.144  0.10
H 1.000 -3.061 -1.686  0.09
H 0.329 -4.135 -3.673  0.09
H -1.194 -3.290 -3.128  0.08
H -1.017 -4.994 -2.838  0.06
H -1.405 -3.998 -0.650  0.10
O 2.238 -0.277 2.647  -0.09
C 1.702 0.537 3.669  -0.25
C 0.763 1.680 3.199  -0.27
O 1.273 2.456 2.183  -0.08
H 1.517 -0.555 2.021  0.06
H 1.125 -0.060 4.411  0.11
H 2.531 0.932 4.281  0.12
H 0.595 2.248 4.160  0.13
H -0.085 1.171 2.719  0.09
H 2.024 2.964 2.547  0.06
C 1.298 -4.926 3.338  -0.08
C 2.581 -4.929 4.170  -0.34
O 3.577 -5.690 3.526  -0.06
H 1.602 -4.369 2.465  0.05
H 0.471 -4.518 3.908  0.08
H 1.147 -5.941 2.989  0.07
H 2.278 -5.400 5.129  0.12
H 2.828 -3.935 4.325  0.08
H 4.381 -5.564 4.034  0.08
C 4.801 -2.796 -0.061  -0.10
C 3.872 -1.777 0.448  -0.30
O 2.982 -1.394 -0.625  -0.09
H 5.255 -2.537 -1.060  0.09
H 4.311 -3.766 -0.304  0.08
H 5.674 -2.885 0.632  0.09
H 4.448 -0.926 0.738  0.10
H 3.324 -2.264 1.206  0.09
H 2.147 -1.065 -0.329  0.02
C 2.970 -2.063 -5.664  -0.07
C 3.491 -1.745 -4.197  -0.26
O 2.784 -2.639 -3.299  -0.14
H 3.548 -2.803 -6.140  0.04
H 3.081 -1.109 -6.259  0.08
H 1.926 -2.411 -5.678  0.07
H 3.246 -0.732 -3.865  0.10
H 4.550 -1.898 -4.027  0.10
H 2.984 -2.289 -2.408  0.03